Entry 1:
# C34H60ClF6IN2O11P

A structure of composition C34H60ClF6IN2O11P at a distorted geometry (ωB97M-V with the def2-TZVPD basis set, OMol25).

Properties
E_HOMO (eV): -11.21
Multiplicity: 1
HOMO-LUMO gap (eV): 7.70
Lowest unoccupied orbital energy (hartree): -0.1292
Charge: +1

Atoms and positions in Å:
C  4.41  -3.61  -0.30
C  3.92  -2.11  -0.30
C  2.35  -2.00  -0.63
Cl  2.34  -1.65  -2.45
C  1.32  -1.35  0.33
I  2.07  -2.51  2.13
C  -0.11  -2.06  0.16
C  -0.54  -2.33  -1.32
O  0.03  -3.58  -1.82
C  -0.77  -4.65  -1.51
C  -1.97  -5.13  -2.36
O  -0.50  -5.29  -0.54
C  -1.23  -1.66  1.20
C  -1.41  -2.69  2.40
N  -2.60  -2.51  3.23
C  -2.71  -1.64  0.60
C  -3.34  -3.02  0.29
F  -4.48  -3.30  1.06
C  -1.03  -0.22  1.76
N  0.31  0.47  1.81
C  -0.21  1.92  1.94
O  0.71  2.84  2.46
O  0.09  3.65  3.39
P  0.87  0.31  3.55
O  2.29  0.34  3.93
C  1.25  0.23  0.67
C  2.76  0.61  0.90
C  3.24  2.02  1.26
O  3.47  2.46  2.30
F  3.63  2.84  0.21
C  0.90  1.08  -0.62
F  1.79  0.96  -1.63
F  1.05  2.46  -0.43
C  -0.54  0.96  -1.26
F  -1.23  2.16  -1.22
F  -0.39  0.78  -2.61
H  3.63  -4.31  0.07
H  5.26  -3.69  0.42
H  4.81  -3.90  -1.29
H  4.49  -1.68  -1.16
H  4.28  -1.52  0.55
H  2.08  -3.09  -0.63
H  0.10  -3.12  0.46
H  -1.62  -2.44  -1.53
H  -0.21  -1.57  -2.05
H  -1.94  -6.24  -2.31
H  -2.92  -4.83  -1.90
H  -1.88  -4.88  -3.43
H  -1.42  -3.74  2.03
H  -0.57  -2.67  3.12
H  -3.00  -1.59  3.29
H  -3.27  -3.27  3.22
H  -3.40  -1.08  1.27
H  -2.76  -1.06  -0.35
H  -2.63  -3.88  0.30
H  -3.73  -3.00  -0.75
H  -1.80  0.43  1.27
H  -1.42  -0.27  2.81
H  -0.74  2.32  1.05
H  -1.02  1.90  2.71
H  0.54  3.49  4.24
H  0.34  -0.94  3.98
H  0.19  1.22  4.42
H  3.36  0.39  -0.02
H  3.28  -0.02  1.65
H  -1.23  0.20  -0.86
C  -2.99  -0.98  -5.33
C  -1.78  -1.71  -4.82
O  -1.76  -2.22  -3.71
C  -0.59  -1.80  -5.73
H  -3.77  -1.00  -4.57
H  -2.74  0.06  -5.54
H  -3.37  -1.47  -6.23
H  -0.22  -0.79  -5.96
H  -0.85  -2.32  -6.65
H  0.21  -2.35  -5.23
C  -0.16  6.71  3.75
C  0.46  7.93  4.39
O  0.14  8.29  5.50
C  1.49  8.68  3.59
H  -0.89  6.27  4.43
H  -0.68  6.99  2.83
H  0.61  5.97  3.53
H  1.05  9.05  2.66
H  2.34  8.03  3.36
H  1.85  9.53  4.16
C  -3.94  1.58  -1.97
C  -5.11  0.93  -1.27
O  -4.96  0.34  -0.22
C  -6.46  1.05  -1.92
H  -3.05  1.41  -1.40
H  -3.82  1.13  -2.96
H  -4.11  2.65  -2.06
H  -6.44  0.58  -2.90
H  -6.74  2.10  -2.00
H  -7.20  0.54  -1.30
C  9.11  -4.86  0.96
C  7.83  -5.40  1.55
O  6.80  -4.76  1.52
C  7.89  -6.78  2.17
H  8.92  -3.87  0.55
H  9.87  -4.78  1.74
H  9.46  -5.51  0.16
H  8.59  -6.78  3.00
H  8.18  -7.51  1.42
H  6.90  -7.04  2.55
C  -2.30  5.60  -2.69
C  -3.73  5.76  -2.23
O  -4.65  5.25  -2.83
C  -3.96  6.58  -0.98
H  -2.28  5.00  -3.59
H  -1.87  6.58  -2.91
H  -1.71  5.10  -1.92
H  -3.61  7.60  -1.13
H  -3.45  6.12  -0.13
H  -5.03  6.61  -0.76

Mulliken atomic charge list, values in e, 4 entries:
1 C -1.223
2 C -0.938
3 C 0.288
4 Cl -0.173

Entry 2:
# C34H60F5N7O7P2

A cluster of 3 separate species, C34H60F5N7O7P2 in total at a distorted geometry (ωB97M-V with the def2-TZVPD basis set, OMol25).

Properties
E_HOMO (eV): -7.92
Multiplicity: 1
SMILES string: C=CC(=O)OCCCCCCC1=C(C(F)(F)C(F)(F)F)C(=O)C([C@@H](C)CC)=C(N=C=O)C1=O.CN(C)P(=O)(N(C)C)N(C)C.CN(C)P(=O)(N(C)C)N(C)C
HOMO-LUMO gap (eV): 6.57
Lowest unoccupied orbital energy (hartree): -0.0496
Charge: 0

Atoms and positions in Å:
C  4.82  -3.24  -0.47
C  5.05  -1.88  -0.43
C  4.02  -0.94  0.10
O  4.14  -0.62  1.25
O  2.99  -0.51  -0.68
C  3.08  0.91  -0.96
C  2.45  1.23  -2.31
C  1.13  2.01  -2.18
C  -0.04  0.99  -2.30
C  -0.52  0.83  -3.74
C  -1.33  -0.47  -3.93
C  -2.41  -0.56  -2.91
C  -2.62  -1.55  -2.02
C  -1.67  -2.74  -1.99
F  -1.77  -3.39  -3.19
F  -0.39  -2.35  -1.82
C  -1.95  -3.81  -0.90
F  -2.09  -3.28  0.32
F  -2.98  -4.60  -1.22
F  -0.86  -4.62  -0.86
C  -3.81  -1.42  -1.12
O  -4.47  -2.38  -0.81
C  -4.17  -0.04  -0.66
C  -4.79  0.23  0.69
C  -5.82  -0.81  1.15
C  -3.73  0.50  1.78
C  -3.04  1.84  1.59
C  -3.94  0.93  -1.55
N  -4.24  2.31  -1.35
C  -5.31  2.68  -1.81
O  -6.36  2.97  -2.16
C  -3.36  0.60  -2.88
O  -3.61  1.26  -3.87
H  4.22  -3.70  -1.26
H  5.24  -3.92  0.27
H  6.00  -1.49  -0.79
H  4.14  1.19  -0.98
H  2.60  1.44  -0.14
H  3.12  1.80  -2.95
H  2.29  0.27  -2.81
H  1.03  2.75  -2.97
H  1.06  2.44  -1.19
H  0.36  0.04  -1.95
H  -0.86  1.25  -1.63
H  0.31  0.83  -4.45
H  -1.15  1.67  -4.02
H  -0.69  -1.34  -3.97
H  -1.81  -0.40  -4.91
H  -5.34  1.17  0.59
H  -6.59  -0.30  1.72
H  -6.33  -1.22  0.28
H  -5.38  -1.61  1.73
H  -3.03  -0.34  1.87
H  -4.30  0.57  2.70
H  -2.48  2.12  2.48
H  -3.78  2.63  1.45
H  -2.40  1.86  0.71
O  2.72  -6.70  4.40
P  1.28  -6.68  3.98
N  0.55  -5.91  5.35
C  -0.84  -6.04  5.74
C  0.96  -4.51  5.51
N  0.99  -8.40  4.00
C  -0.01  -9.01  4.86
C  2.19  -9.23  4.07
N  -0.06  -6.40  2.88
C  -0.40  -7.45  1.90
C  0.25  -5.20  2.06
H  -1.54  -5.59  5.03
H  -0.99  -5.54  6.70
H  -1.13  -7.07  5.92
H  0.47  -3.85  4.78
H  2.04  -4.41  5.39
H  0.71  -4.14  6.50
H  0.24  -8.93  5.93
H  -0.11  -10.07  4.62
H  -1.01  -8.59  4.69
H  2.61  -9.27  5.09
H  2.96  -8.88  3.40
H  1.95  -10.26  3.77
H  0.46  -7.78  1.32
H  -1.14  -7.04  1.20
H  -0.87  -8.31  2.35
H  1.12  -5.37  1.41
H  0.48  -4.33  2.69
H  -0.59  -4.92  1.44
O  1.11  5.10  -2.15
P  1.40  6.56  -2.23
N  3.10  6.58  -1.88
C  3.84  7.71  -1.35
C  3.91  5.93  -2.91
N  0.48  7.09  -0.85
C  1.09  7.76  0.28
C  -0.45  6.09  -0.32
N  1.35  8.16  -2.96
C  0.17  9.01  -2.72
C  1.41  8.00  -4.45
H  3.91  8.55  -2.05
H  4.86  7.40  -1.11
H  3.43  8.07  -0.41
H  4.02  6.54  -3.81
H  3.46  4.97  -3.20
H  4.91  5.72  -2.53
H  1.77  7.11  0.84
H  0.31  8.11  0.97
H  1.62  8.67  -0.01
H  0.06  5.33  0.28
H  -1.00  5.59  -1.11
H  -1.19  6.59  0.32
H  -0.77  8.50  -2.93
H  0.24  9.89  -3.37
H  0.14  9.40  -1.71
H  0.52  7.49  -4.83
H  2.28  7.41  -4.74
H  1.49  8.97  -4.93

Mulliken atomic charge list, values in e, 4 entries:
1 C -0.753
2 C -0.296
3 C 0.608
4 O -0.463